Below is 7 unconnected molecules or ions with the total composition C5H24NO6 at a distorted geometry, with properties calculated with the ωB97M-V functional and the def2-TZVPD basis.

Last column: natural (NBO) charge in e.
Positions of all 36 atoms, in Å:
1 C 0.73 1.43 1.45  -0.226
2 C 1.75 0.61 2.22  -0.451
3 C 2.10 -0.60 1.38  0.019
4 C 1.44 -1.74 1.51  -0.407
5 C 3.14 -0.41 0.31  -0.662
6 N -0.61 0.79 1.37  -0.708
7 H 0.62 2.45 1.82  0.214
8 H 1.06 1.54 0.42  0.249
9 H 1.29 0.30 3.16  0.213
10 H 2.62 1.24 2.42  0.240
11 H 0.71 -1.92 2.30  0.192
12 H 1.58 -2.51 0.76  0.215
13 H 3.10 -1.28 -0.35  0.228
14 H 2.87 0.34 -0.44  0.221
15 H 4.11 -0.11 0.68  0.235
16 H -0.60 0.14 0.58  0.472
17 H -0.85 0.30 2.23  0.441
18 H -1.33 1.52 1.28  0.464
19 H -1.00 1.22 -1.58  0.480
20 H -0.14 -0.14 -1.76  0.515
21 O -0.18 0.77 -1.37  -1.012
22 H -2.90 -0.28 -4.07  0.479
23 H -3.35 -0.91 -2.75  0.475
24 O -2.71 -1.00 -3.46  -0.952
25 H -2.81 3.50 0.62  0.507
26 H -3.69 2.35 1.34  0.495
27 O -2.85 2.58 0.92  -0.977
28 H 1.76 -0.55 -4.65  0.493
29 H 2.32 -1.94 -4.25  0.489
30 O 1.75 -1.22 -3.96  -0.971
31 H -0.72 -2.12 -2.74  0.500
32 H 0.70 -1.73 -2.39  0.497
33 O -0.15 -1.94 -1.98  -0.971
34 H -3.25 -0.89 3.40  0.494
35 H -3.58 0.46 2.83  0.472
36 O -2.93 -0.25 2.76  -0.959

Calculated values
F_max, eV Å⁻¹: 1.6
Relative energy (zero: lowest compared OMol25 entry of this formula, charge and spin), kJ/mol: 53.2
Total charge: +1
HOMO-LUMO gap, eV: 9.485
HOMO energy, eV: -12.324


Below is 7 unconnected molecules or ions with the total composition C5H25N2O6 at a distorted geometry, with properties calculated with the ωB97M-V functional and the def2-TZVPD basis.

Last column: natural (NBO) charge in e.
Positions of all 38 atoms, in Å:
1 C -0.88 2.95 1.67  -0.628
2 C -0.06 1.94 2.35  -0.397
3 C 1.20 1.66 1.44  -0.420
4 C 1.21 1.64 -0.14  -0.230
5 N 0.43 0.60 -0.74  -0.536
6 C 0.81 -0.23 -1.70  0.417
7 N 2.06 -0.32 -2.12  -0.729
8 H -1.69 3.31 2.31  0.232
9 H -0.34 3.92 1.31  0.205
10 H -1.43 2.65 0.81  0.202
11 H 0.44 2.34 3.27  0.223
12 H -0.69 1.06 2.51  0.214
13 H 1.51 0.67 1.64  0.200
14 H 1.76 2.50 1.77  0.228
15 H 0.90 2.64 -0.48  0.226
16 H 2.25 1.56 -0.40  0.189
17 H -0.56 0.52 -0.47  0.457
18 H 0.15 -0.89 -2.27  0.261
19 H 2.87 0.15 -1.71  0.436
20 H 2.22 -0.86 -2.95  0.425
21 H -1.94 0.36 -2.73  0.492
22 H -1.60 0.97 -4.14  0.480
23 O -1.37 0.29 -3.51  -0.994
24 H -0.84 -2.99 1.18  0.499
25 H -1.62 -3.65 2.45  0.496
26 O -1.59 -3.46 1.51  -0.982
27 H -3.81 -1.77 0.76  0.484
28 H -2.39 -1.87 1.28  0.499
29 O -3.04 -1.24 0.96  -0.970
30 H 1.12 -3.17 0.35  0.510
31 H 1.44 -2.17 1.68  0.512
32 O 0.91 -2.42 0.91  -1.001
33 H -2.93 -0.60 -0.58  0.518
34 H -3.20 0.76 -1.32  0.487
35 O -2.55 0.04 -1.20  -1.008
36 H 4.30 -0.51 1.15  0.495
37 H 3.39 0.70 0.68  0.476
38 O 3.84 -0.12 0.41  -0.967

Calculated values
F_max, eV Å⁻¹: 3.8
Relative energy (zero: lowest compared OMol25 entry of this formula, charge and spin), kJ/mol: 155.7
Total charge: +1
HOMO-LUMO gap, eV: 11.175
HOMO energy, eV: -13.746


Below is 7 unconnected molecules or ions with the total composition C5H25N2O7 at a distorted geometry, with properties calculated with the ωB97M-V functional and the def2-TZVPD basis.

Last column: natural (NBO) charge in e.
Positions of all 39 atoms, in Å:
1 O -0.66 -3.05 -1.65  -0.492
2 C -0.08 -2.01 -1.51  0.459
3 C -1.11 -0.66 -1.55  -0.142
4 C -1.94 -1.17 -0.41  -0.459
5 C -2.99 -0.01 -0.18  -0.230
6 C -2.71 0.57 2.27  -0.423
7 N -2.38 0.97 0.78  -0.693
8 N -0.22 0.56 -1.29  -0.753
9 H 0.90 -1.92 -1.22  0.148
10 H -1.78 -0.47 -2.48  0.250
11 H -1.49 -1.59 0.41  0.239
12 H -2.55 -2.05 -0.91  0.276
13 H -3.92 -0.52 0.30  0.189
14 H -3.30 0.56 -1.05  0.209
15 H -2.76 1.53 2.76  0.206
16 H -2.05 -0.21 2.63  0.205
17 H -3.73 0.11 2.05  0.193
18 H -2.77 1.91 0.81  0.364
19 H -0.33 1.50 -1.51  0.443
20 H -0.16 0.57 -0.28  0.472
21 H 0.86 0.41 -1.57  0.483
22 H 1.92 -1.03 -3.93  0.501
23 H 2.65 -1.51 -2.66  0.489
24 O 1.92 -1.03 -2.97  -0.966
25 H 3.10 0.49 0.88  0.496
26 H 3.34 -0.96 0.21  0.478
27 O 3.61 -0.05 0.24  -0.973
28 H 1.38 -1.29 1.28  0.464
29 H 1.80 -2.28 2.03  0.469
30 O 1.47 -2.26 1.19  -0.929
31 H 2.83 2.76 -1.53  0.492
32 H 3.05 1.25 -1.87  0.505
33 O 2.42 1.84 -1.38  -0.986
34 H -0.37 2.45 1.06  0.493
35 H 0.96 2.86 0.37  0.493
36 O 0.46 2.06 0.60  -0.971
37 H 0.95 1.13 3.28  0.496
38 H 2.05 0.05 3.75  0.489
39 O 1.62 0.49 3.05  -0.981

Calculated values
F_max, eV Å⁻¹: 6.9
Relative energy (zero: lowest compared OMol25 entry of this formula, charge and spin), kJ/mol: 523.9
Total charge: +1
HOMO-LUMO gap, eV: 9.695
HOMO energy, eV: -12.496


Below is 8 unconnected molecules or ions with the total composition C5H25NO7 at a distorted geometry, with properties calculated with the ωB97M-V functional and the def2-TZVPD basis.

Last column: natural (NBO) charge in e.
Positions of all 38 atoms, in Å:
1 C -1.80 -0.25 1.64  -0.233
2 C -2.41 0.80 0.73  -0.398
3 C -2.18 0.45 -0.76  -0.441
4 C -2.14 -1.93 -1.31  -0.381
5 C -2.85 -0.81 -1.22  -0.205
6 N -0.42 0.08 2.00  -0.876
7 H -2.33 -0.30 2.61  0.173
8 H -1.85 -1.27 1.28  0.216
9 H -2.03 1.79 0.97  0.198
10 H -3.50 0.89 0.85  0.202
11 H -2.52 1.30 -1.36  0.207
12 H -1.09 0.55 -0.90  0.193
13 H -2.54 -2.88 -1.63  0.193
14 H -1.11 -1.97 -0.98  0.214
15 H -3.87 -0.70 -1.55  0.201
16 H 0.02 0.86 1.53  0.347
17 H 0.19 -0.71 1.89  0.378
18 H 1.77 -1.58 -0.74  0.499
19 H 0.48 -0.94 -1.28  0.479
20 O 0.92 -1.80 -1.20  -1.008
21 H 0.62 -3.09 0.29  0.496
22 H -0.08 -4.29 1.06  0.471
23 O 0.04 -3.34 1.03  -0.973
24 H 1.75 4.53 0.20  0.488
25 H 0.41 4.08 1.05  0.518
26 O 1.13 3.85 0.44  -0.996
27 H 2.15 -1.77 -3.03  0.488
28 H 1.77 -0.30 -3.07  0.457
29 O 2.26 -0.97 -3.56  -0.947
30 H 0.59 2.31 3.09  0.488
31 H -0.66 3.02 3.32  0.475
32 O 0.18 3.15 2.86  -0.960
33 H 2.96 -0.09 -0.23  0.521
34 H 3.98 -1.37 -0.05  0.494
35 O 3.09 -1.03 0.03  -0.982
36 H 2.06 1.68 -1.65  0.486
37 H 1.44 2.04 -0.21  0.523
38 O 1.76 1.33 -0.79  -1.006

Calculated values
F_max, eV Å⁻¹: 1.8
Relative energy (zero: lowest compared OMol25 entry of this formula, charge and spin), kJ/mol: 83.0
SMILES: C=CCCCN.O.O.O.O.O.O.O
HOMO-LUMO gap, eV: 8.989
HOMO energy, eV: -8.764